{"formula": "C6H6", "method": "wB97M-V/def2-TZVPD", "total_energy_ev": -6315.1179, "fmax_ev_per_a": 1.23, "gap_ev": 10.50, "smiles": "C#CCC#CC", "de_lowest_kcal_mol": 94.1, "lumo_energy_ev": 0.958, "symbols": ["C", "C", "C", "C", "C", "C", "H", "H", "H", "H", "H", "H"], "positions_angstrom": [[3.0614, 0.4329, 0.5216], [2.2088, 0.0201, -0.2180], [1.1460, -0.8461, -0.7327], [-0.1975, -0.4066, -0.2894], [-1.2655, 0.0799, 0.0013], [-2.5912, 0.6368, 0.3231], [3.7987, 0.5285, 1.2805], [1.1390, -1.0367, -1.8105], [1.5638, -1.7630, -0.2912], [-2.5725, 1.2769, 1.2130], [-2.9761, 1.2416, -0.5061], [-3.3148, -0.1644, 0.5083]], "lowdin_charge": [0.097, -0.152, -0.219, -0.031, -0.077, -0.108, 0.025, 0.115, 0.123, 0.076, 0.076, 0.075]}



{"formula": "C4H4N3O4", "method": "wB97M-V/def2-TZVPD", "total_energy_ev": -16867.6510, "fmax_ev_per_a": 4.03, "charge": -1, "gap_ev": [5.91, 4.87], "lumo_energy_ev": [3.827, -0.161], "spin_multiplicity": 3, "symbols": ["C", "C", "C", "C", "N", "N", "N", "O", "O", "O", "O", "H", "H", "H", "H"], "positions_angstrom": [[-0.3923, 1.2766, 0.0107], [0.6904, -0.8713, -0.2472], [2.0971, -0.2000, 0.1500], [-0.4033, -0.1853, 0.5250], [-0.4590, 2.3245, 0.7306], [0.7179, -1.6975, -1.1513], [-1.6864, -0.7823, 0.2767], [2.9561, -0.8775, 0.6789], [-2.2399, -1.2441, 1.2791], [2.0574, 1.0219, -0.2053], [-2.0501, -1.0502, -0.8811], [-0.4189, 1.4008, -1.1509], [-0.3538, -0.1220, 1.5502], [-0.3083, 3.0349, 0.0175], [-0.2068, -2.0285, -1.5829]], "mulliken_spin": [0.006, 0.119, 0.004, 0.023, 0.047, 0.218, 0.435, 0.194, 0.378, 0.261, 0.273, -0.002, 0.003, 0.001, 0.039]}



{"formula": "Cl3FSi", "method": "wB97M-V/def2-TZVPD", "total_energy_ev": -48168.4755, "fmax_ev_per_a": 1.73, "gap_ev": 11.99, "smiles": "F[Si](Cl)(Cl)Cl", "de_lowest_kcal_mol": 0.0, "lumo_energy_ev": 0.105, "symbols": ["F", "Si", "Cl", "Cl", "Cl"], "positions_angstrom": [[-0.4932, 0.7940, -1.4647], [-0.0467, 0.0734, -0.0898], [2.0079, -0.4058, -0.2267], [-0.4014, 1.2678, 1.5828], [-1.0665, -1.7294, 0.1984]], "lowdin_charge": [-0.200, -0.601, 0.251, 0.281, 0.269]}



{"formula": "C27H65N5O5Si2", "method": "wB97M-V/def2-TZVPD", "total_energy_ev": -62498.1643, "fmax_ev_per_a": 0.53, "gap_ev": 8.89, "de_lowest_kcal_mol": 0.0, "lumo_energy_ev": 0.685, "symbols": ["C", "C", "C", "C", "C", "C", "C", "C", "C", "Si", "C", "C", "C", "C", "N", "C", "N", "N", "C", "O", "C", "O", "Si", "C", "N", "C", "C", "C", "C", "O", "H", "H", "H", "H", "H", "H", "H", "H", "H", "H", "H", "H", "H", "H", "H", "H", "H", "H", "H", "H", "H", "H", "H", "H", "H", "H", "H", "H", "H", "H", "H", "H", "H", "H", "H", "H", "H", "H", "H", "H", "H", "H", "H", "H", "H", "H", "H", "H", "H", "H", "C", "O", "C", "C", "N", "C", "C", "O", "C", "H", "H", "H", "H", "H", "H", "H", "H", "H", "H", "H", "H", "H", "H", "H"], "positions_angstrom": [[6.2613, 2.3166, -0.4580], [6.7618, 0.9752, -0.9763], [6.5143, -0.1974, -0.0116], [5.8680, -1.4026, -0.6892], [5.6819, -2.6124, 0.2272], [4.5345, -2.4331, 1.2334], [3.1749, -2.9284, 0.7161], [2.5133, -4.0129, 1.5644], [1.3707, -4.7131, 0.8032], [-0.3148, -3.9326, 0.9939], [-1.5456, -4.9058, -0.0368], [-1.1125, -5.1908, -1.4875], [-1.1091, -3.9540, -2.4012], [-0.0110, -3.9681, -3.4767], [1.1569, -3.1444, -3.1806], [1.0374, -1.7545, -3.0418], [1.7945, -1.0137, -2.3352], [0.0522, -1.1679, -3.8280], [-0.8864, -4.0345, 2.7896], [-0.1870, -3.1129, 3.6232], [0.4707, -3.6807, 4.7346], [-0.1949, -2.3435, 0.5416], [-1.2724, -1.1034, 0.8196], [-2.9365, -1.4549, -0.0145], [-3.7759, -0.2561, -0.1719], [-3.5669, 0.4930, -1.4103], [-0.5958, 0.5426, 0.2619], [0.4014, 1.2293, 1.2100], [1.5347, 0.3210, 1.6634], [-0.3007, 1.7896, 2.3257], [6.6541, 2.5218, 0.5433], [5.1696, 2.3282, -0.3830], [6.5614, 3.1413, -1.1083], [7.8318, 1.0496, -1.1947], [6.2721, 0.7532, -1.9313], [7.4537, -0.5181, 0.4533], [5.8754, 0.1503, 0.8095], [6.4702, -1.6921, -1.5580], [4.8896, -1.0940, -1.0851], [5.4785, -3.4941, -0.3913], [6.6191, -2.8230, 0.7546], [4.4432, -1.3709, 1.4833], [4.7808, -2.9365, 2.1752], [2.4786, -2.0909, 0.6518], [3.2870, -3.3228, -0.3040], [2.1239, -3.5455, 2.4759], [3.2715, -4.7356, 1.8881], [1.2912, -5.7694, 1.0895], [1.6252, -4.7201, -0.2666], [-2.5327, -4.4309, -0.0423], [-1.6779, -5.8592, 0.4943], [-1.7818, -5.9396, -1.9232], [-0.1154, -5.6483, -1.4836], [-0.9731, -3.0511, -1.7971], [-2.0916, -3.8606, -2.8750], [0.3737, -4.9831, -3.6145], [-0.4016, -3.6793, -4.4552], [1.6385, -3.4864, -2.3565], [2.4616, -1.5745, -1.8129], [-0.6322, -1.7929, -4.2186], [-0.3704, -0.3560, -3.4043], [-0.7254, -5.0704, 3.1278], [-1.9695, -3.8607, 2.8782], [0.8955, -4.6611, 4.4851], [1.2824, -3.0114, 5.0234], [-0.2124, -3.8065, 5.5849], [-1.5322, -1.0235, 2.2829], [-3.4846, -2.2040, 0.5719], [-2.7889, -1.9109, -0.9976], [-3.6227, 0.3790, 0.6043], [-2.9118, 1.3598, -1.2812], [-3.1294, -0.1522, -2.1789], [-4.5196, 0.8619, -1.8018], [-0.1582, 0.4704, -0.7398], [-1.4587, 1.2143, 0.1996], [0.8392, 2.0908, 0.6968], [1.8998, -0.2452, 0.8044], [1.1868, -0.3905, 2.4235], [2.3600, 0.8946, 2.0891], [-0.3963, 1.1014, 2.9999], [-6.5255, 7.7868, -0.3269], [-5.3831, 7.6534, -1.1428], [-4.2014, 8.2457, -0.6200], [-3.1801, 7.1942, -0.2505], [-3.6276, 6.4056, 0.8838], [-2.7834, 5.2674, 1.2195], [-2.6247, 4.1621, 0.1844], [-3.8077, 3.4174, -0.0530], [-4.7069, 3.9672, -0.9932], [-7.3748, 7.4296, -0.9065], [-6.4562, 7.2009, 0.5969], [-6.7007, 8.8323, -0.0524], [-4.4449, 8.8589, 0.2535], [-3.7814, 8.8961, -1.3918], [-2.2458, 7.6979, 0.0188], [-2.9781, 6.5957, -1.1509], [-4.5728, 6.0862, 0.7144], [-3.1780, 4.8120, 2.1305], [-1.7835, 5.6432, 1.4618], [-1.8939, 3.4512, 0.5793], [-2.2325, 4.5426, -0.7677], [-4.1781, 4.5260, -1.7718], [-5.4428, 4.6335, -0.5330], [-5.2432, 3.1390, -1.4564]], "lowdin_charge": [-0.123, -0.268, -0.223, -0.224, -0.210, -0.188, -0.219, -0.234, -0.211, 0.487, -0.224, -0.247, -0.191, -0.208, 0.037, -0.573, 0.124, 0.138, -0.254, -0.273, -0.122, -0.286, 0.555, -0.293, -0.148, -0.138, -0.200, -0.477, -0.052, -0.063, 0.072, 0.071, 0.066, 0.102, 0.103, 0.112, 0.099, 0.114, 0.110, 0.105, 0.107, 0.095, 0.109, 0.070, 0.098, 0.093, 0.112, 0.089, 0.063, 0.076, 0.086, 0.109, 0.093, 0.079, 0.115, 0.118, 0.105, 0.106, 0.014, 0.064, 0.086, 0.091, 0.093, 0.085, 0.088, 0.089, 0.036, 0.072, 0.060, 0.085, 0.056, 0.072, 0.067, 0.080, 0.048, 0.138, 0.061, 0.082, 0.086, 0.078, -0.120, -0.195, -0.218, -0.222, -0.050, -0.195, -0.216, -0.199, -0.098, 0.088, 0.081, 0.087, 0.122, 0.121, 0.125, 0.107, 0.074, 0.122, 0.121, 0.104, 0.115, 0.092, 0.076, 0.077]}



{"formula": "C42H37CoN3O2P2Te", "method": "wB97M-V/def2-TZVPD", "total_energy_ev": -116208.8762, "fmax_ev_per_a": 2.32, "charge": 1, "gap_ev": [7.78, 5.95], "de_lowest_kcal_mol": 33.8, "lumo_energy_ev": [-2.199, -4.136], "spin_multiplicity": 5, "symbols": ["Co", "Te", "C", "C", "C", "N", "C", "C", "C", "P", "C", "C", "C", "C", "C", "C", "C", "C", "C", "C", "C", "C", "P", "C", "C", "C", "C", "C", "C", "C", "C", "C", "C", "C", "C", "H", "H", "H", "H", "H", "H", "H", "H", "H", "H", "H", "H", "H", "H", "H", "H", "H", "H", "H", "H", "H", "H", "H", "H", "C", "O", "C", "O", "N", "N", "H", "H", "H", "H", "H", "H", "C", "C", "C", "C", "C", "C", "C", "C", "C", "C", "H", "H", "H", "H", "H", "H", "H"], "positions_angstrom": [[-1.2732, 0.5512, -0.5747], [2.0618, -0.0163, -1.9425], [4.1054, -0.2087, -1.2846], [5.0275, 0.8057, -1.5028], [6.3581, 0.5737, -1.1737], [6.7876, -0.5626, -0.6628], [5.9150, -1.5285, -0.4559], [4.5646, -1.4055, -0.7526], [1.0855, -0.6413, -0.1002], [0.5602, 0.8461, 0.7891], [0.3831, 0.3634, 2.5310], [-0.1217, 1.3086, 3.4204], [-0.3680, 0.9662, 4.7361], [-0.1192, -0.3286, 5.1650], [0.4026, -1.2673, 4.2894], [0.6643, -0.9200, 2.9765], [2.0686, 1.8730, 0.8134], [3.0955, 1.6136, 1.7148], [4.2629, 2.3541, 1.6513], [4.4058, 3.3563, 0.7061], [3.3705, 3.6398, -0.1717], [2.2030, 2.8996, -0.1195], [-0.2667, -1.6010, -0.8453], [0.6995, -3.0553, -1.4009], [0.3869, -3.7072, -2.5865], [1.1142, -4.8185, -2.9788], [2.1577, -5.2777, -2.1916], [2.4721, -4.6314, -1.0066], [1.7417, -3.5271, -0.6077], [-1.4079, -2.4587, 0.3137], [-1.0478, -3.2282, 1.4101], [-2.0300, -3.8166, 2.1870], [-3.3663, -3.7001, 1.8439], [-3.7266, -2.9896, 0.7099], [-2.7510, -2.3687, -0.0474], [4.7278, 1.7547, -1.9217], [7.1137, 1.3315, -1.3386], [6.3154, -2.4504, -0.0542], [3.8949, -2.2363, -0.5938], [-0.3233, 2.3133, 3.0721], [-0.7467, 1.7013, 5.4325], [-0.3196, -0.5991, 6.1904], [0.6139, -2.2694, 4.6346], [1.1138, -1.6240, 2.2905], [2.9721, 0.8363, 2.4563], [5.0608, 2.1457, 2.3468], [5.3257, 3.9165, 0.6553], [3.4741, 4.4402, -0.8900], [1.3818, 3.1271, -0.7908], [-0.4190, -3.3400, -3.2077], [0.8682, -5.3301, -3.8979], [2.7269, -6.1429, -2.4951], [3.2853, -4.9921, -0.3905], [1.9803, -3.0159, 0.3164], [-0.0095, -3.3776, 1.6550], [-1.7477, -4.3814, 3.0617], [-4.1206, -4.1862, 2.4441], [-4.7670, -2.9306, 0.4184], [-3.0101, -1.8106, -0.9424], [-4.7943, -0.0553, 3.5645], [-3.5009, -0.1356, 2.9845], [-3.2626, 0.1632, 1.7232], [-2.1204, 0.0789, 1.3087], [-4.2693, 0.5535, 0.9014], [-3.9221, 0.8239, -0.4357], [-4.6548, -0.3575, 4.6013], [-5.4977, -0.7394, 3.0857], [-5.1758, 0.9669, 3.5360], [-5.2260, 0.6735, 1.2102], [-4.1381, 1.7906, -0.6800], [-4.4189, 0.2009, -1.0716], [-2.7214, 5.4162, -2.6507], [-2.6027, 4.8114, -1.3908], [-2.1772, 3.5151, -1.2930], [-1.8865, 2.7495, -2.4432], [-1.4911, 1.3847, -2.3451], [-1.2140, 0.6961, -3.5070], [-1.3143, 1.3063, -4.7671], [-1.7282, 2.6062, -4.8736], [-2.0176, 3.3642, -3.7193], [-2.4219, 4.7143, -3.7860], [-3.0397, 6.4451, -2.7142], [-2.8402, 5.3807, -0.5044], [-2.0400, 3.0405, -0.3218], [-0.9279, -0.3517, -3.4699], [-1.0665, 0.7307, -5.6463], [-1.8510, 3.0677, -5.8435], [-2.4859, 5.1872, -4.7559]], "mulliken_spin": [2.749, 0.039, 0.029, 0.002, 0.002, 0.000, 0.004, -0.004, 0.587, -0.004, -0.040, 0.026, 0.003, 0.006, 0.009, 0.028, 0.130, -0.016, 0.006, 0.001, 0.003, 0.013, 0.055, 0.044, 0.021, 0.008, 0.000, 0.026, 0.043, 0.015, -0.001, 0.004, -0.002, 0.011, 0.047, -0.002, 0.000, 0.000, -0.011, -0.005, 0.000, 0.000, 0.001, 0.007, -0.005, 0.000, 0.000, -0.001, 0.000, 0.002, 0.000, 0.000, 0.002, -0.011, 0.001, 0.000, 0.000, 0.000, -0.003, 0.000, 0.001, 0.016, 0.080, -0.010, 0.031, 0.000, 0.000, 0.000, 0.002, -0.002, -0.005, -0.004, 0.019, 0.018, -0.326, 0.357, -0.062, 0.008, 0.023, -0.004, 0.005, 0.000, 0.000, 0.011, 0.021, -0.001, 0.001, 0.001]}



{"formula": "C6H11N", "method": "wB97M-V/def2-TZVPD", "total_energy_ev": -7889.0950, "fmax_ev_per_a": 1.96, "gap_ev": 8.64, "smiles": "C=C/C(=C\\N)CC", "de_lowest_kcal_mol": 33.1, "lumo_energy_ev": 1.075, "symbols": ["C", "C", "C", "C", "N", "C", "C", "H", "H", "H", "H", "H", "H", "H", "H", "H", "H", "H"], "positions_angstrom": [[-1.9957, -0.2925, 1.1318], [-0.7592, 0.2009, 1.0323], [0.0061, 0.1449, -0.2366], [0.7739, 1.1721, -0.6662], [0.9547, 2.3495, 0.0681], [0.0575, -1.1317, -1.0288], [0.7666, -2.2386, -0.2349], [-2.5028, -0.4071, 2.0759], [-2.4404, -0.6330, 0.2053], [-0.2419, 0.6229, 1.8911], [1.1885, 1.2259, -1.6640], [1.1005, 3.1673, -0.4781], [0.5422, 2.2970, 0.9775], [-0.9293, -1.5895, -1.1809], [0.4607, -0.9067, -2.0138], [0.2745, -2.3828, 0.7263], [1.7935, -1.9917, 0.0764], [0.8966, -3.2074, -0.7229]], "lowdin_charge": [0.019, -0.154, -0.288, -0.151, 0.057, -0.230, -0.110, 0.052, 0.061, 0.097, 0.113, 0.073, 0.061, 0.097, 0.101, 0.064, 0.073, 0.065]}